1.
A cluster of 13 separate species, C33H91NO13 in total, computed with wB97M-V/def2-TZVPD.

## Properties
* LUMO: 0.362 eV
* energy relative to the best compared isomer or geometry (same formula, charge and spin): 2070.4 kJ/mol
* 2S+1: 1

Cartesian coordinates (Å):
C: 4.191 -1.917 -0.293
C: 4.158 -2.328 1.199
O: 3.058 -1.771 1.916
H: 4.945 -2.475 -0.847
H: 4.170 -0.853 -0.528
H: 3.309 -2.378 -0.737
H: 5.059 -1.917 1.656
H: 4.111 -3.401 1.385
H: 3.089 -2.195 2.777
C: 0.166 -5.123 -1.966
C: -1.330 -4.580 -2.109
O: -2.119 -5.695 -1.827
H: 0.284 -5.700 -1.050
H: 0.859 -4.282 -1.945
H: 0.322 -5.700 -2.878
H: -1.526 -4.186 -3.107
H: -1.382 -3.767 -1.385
H: -2.235 -6.148 -2.666
C: -4.041 -1.454 -0.486
C: -3.514 -2.644 -1.222
O: -3.700 -3.697 -0.311
H: -3.357 -1.137 0.302
H: -5.072 -1.589 -0.160
H: -4.119 -0.654 -1.222
H: -2.504 -2.564 -1.625
H: -4.173 -2.917 -2.046
H: -3.513 -4.550 -0.711
C: 0.280 -0.985 3.484
C: 1.791 -0.520 3.601
O: 2.274 -1.446 4.485
H: 0.390 -1.974 3.038
H: -0.361 -0.345 2.878
H: -0.216 -1.148 4.440
H: 1.932 0.528 3.866
H: 2.309 -0.740 2.668
H: 2.418 -1.018 5.332
C: -1.322 3.274 2.887
C: -2.545 4.081 2.699
O: -2.169 5.271 2.219
H: -0.633 3.120 2.057
H: -1.521 2.281 3.290
H: -0.644 3.795 3.564
H: -2.936 4.352 3.680
H: -3.333 3.479 2.247
H: -1.493 5.535 2.847
C: 3.580 -0.552 -2.921
C: 3.850 0.596 -3.941
O: 3.999 1.901 -3.289
H: 3.911 -1.477 -3.395
H: 2.515 -0.635 -2.703
H: 4.150 -0.260 -2.040
H: 2.968 0.626 -4.581
H: 4.802 0.369 -4.420
H: 4.521 2.402 -3.920
C: 1.534 -4.556 0.458
C: 0.804 -4.900 1.865
O: 1.945 -5.045 2.701
H: 1.985 -3.572 0.335
H: 0.748 -4.500 -0.296
H: 2.337 -5.261 0.246
H: 0.215 -5.818 1.862
H: 0.102 -4.145 2.216
H: 1.701 -5.322 3.587
C: 2.800 1.811 0.383
C: 2.805 2.084 -1.131
O: 1.670 2.835 -1.621
H: 3.069 2.677 0.987
H: 3.482 1.007 0.659
H: 1.812 1.439 0.655
H: 2.944 1.119 -1.619
H: 3.605 2.802 -1.312
H: 1.982 3.427 -2.310
C: 2.059 6.038 0.586
C: 1.101 5.172 -0.197
O: 0.772 4.101 0.653
H: 2.461 6.792 -0.090
H: 2.894 5.468 0.995
H: 1.403 6.573 1.273
H: 1.571 4.794 -1.105
H: 0.181 5.711 -0.419
H: 0.387 3.415 0.103
C: -1.785 -0.303 -4.010
C: -0.603 0.578 -4.488
O: 0.551 -0.235 -4.507
H: -1.652 -0.600 -2.969
H: -1.998 -1.194 -4.601
H: -2.637 0.370 -4.100
H: -0.500 1.508 -3.929
H: -0.915 0.956 -5.461
H: 1.028 -0.034 -3.698
C: -2.541 3.834 -2.004
C: -1.766 4.328 -0.759
O: -2.532 4.002 0.341
H: -3.440 4.444 -1.921
H: -2.783 2.771 -2.027
H: -2.015 4.125 -2.913
H: -1.689 5.415 -0.729
H: -0.851 3.810 -0.475
H: -2.668 4.726 0.955
C: -3.405 -0.708 3.304
C: -2.786 0.656 3.776
O: -3.025 0.733 5.184
H: -3.115 -1.573 3.901
H: -3.146 -0.935 2.270
H: -4.495 -0.724 3.318
H: -3.131 1.579 3.310
H: -1.709 0.825 3.757
H: -2.211 0.554 5.660
C: -2.554 0.579 -0.948
C: -1.303 0.738 -0.009
C: -1.616 0.045 1.294
C: -1.398 -1.433 1.184
C: 0.052 -1.734 0.829
C: 0.459 -1.063 -0.571
N: 0.012 0.364 -0.614
O: 0.256 0.993 -1.868
C: 1.984 -1.088 -0.374
C: 0.086 -1.908 -1.779
C: -1.147 2.209 0.439
H: -2.637 -0.458 -1.274
H: -3.408 0.788 -0.303
H: -2.639 1.223 -1.824
H: -1.139 0.495 2.165
H: -2.678 0.260 1.415
H: -1.876 -1.893 2.049
H: -2.113 -1.695 0.404
H: 0.216 -2.801 0.678
H: 0.638 -1.330 1.655
H: 2.534 -0.653 -1.209
H: 2.277 -2.137 -0.396
H: 2.299 -0.569 0.532
H: -0.963 -1.691 -1.978
H: 0.250 -2.985 -1.759
H: 0.514 -1.672 -2.754
H: -0.634 2.890 -0.240
H: -2.106 2.690 0.632
H: -0.490 2.309 1.303
H: 0.922 1.586 -1.512

Here are the Mulliken charges for atoms 1 to 2, given in e: C -0.52; C -1.14

2.
A cluster of 5 separate species, C4H15NO7 in total, computed with wB97M-V/def2-TZVPD.

## Properties
* LUMO: 5.984 eV
* total charge: -2
* energy relative to the best compared isomer or geometry (same formula, charge and spin): 32.8 kJ/mol
* 2S+1: 1

Cartesian coordinates (Å):
C: 1.343 -1.604 -0.797
C: 1.676 -0.147 -1.350
C: 0.525 0.395 -2.174
O: 0.629 1.782 -2.427
N: 0.189 -1.531 0.036
C: -0.338 -2.692 0.700
O: -1.422 -2.409 1.299
O: 0.340 -3.721 0.677
H: 2.299 -1.846 -0.300
H: 1.188 -2.290 -1.660
H: 2.673 -0.228 -1.730
H: 1.783 0.573 -0.532
H: 0.650 -0.043 -3.198
H: -0.438 0.153 -1.789
H: -0.151 -0.601 0.220
H: -3.094 -1.376 1.339
H: -2.801 -0.635 2.597
O: -3.517 -0.759 1.970
H: -1.789 3.282 -0.185
H: -0.366 3.600 0.261
O: -1.330 3.742 0.520
H: 0.039 -0.149 2.744
H: -1.015 -1.224 2.526
O: -0.739 -0.516 3.176
H: 0.878 2.444 -1.604
H: 1.616 2.499 0.037
O: 1.171 3.302 -0.355

Here are the Mulliken charges for atoms 1 to 2, given in e: C -0.46; C -0.61

3.
A structure of composition C32H37Cl5CrN3SSi, computed with wB97M-V/def2-TZVPD.

## Properties
* LUMO (alpha / beta): -0.120 / 0.217 eV
* energy relative to the best compared isomer or geometry (same formula, charge and spin): 59.2 kJ/mol
* 2S+1: 2

Cartesian coordinates (Å):
Cr: -0.097 0.114 -0.224
Cl: -2.059 1.888 0.898
C: -1.147 1.224 2.243
C: -0.109 0.360 1.918
C: 0.660 0.016 3.027
Cl: 2.139 -0.896 2.823
C: 0.365 0.402 4.337
Cl: 1.355 -0.087 5.661
C: -0.742 1.206 4.589
Cl: -1.138 1.687 6.192
C: -1.508 1.649 3.515
Cl: -2.844 2.699 3.780
C: 2.219 -3.991 -4.995
Si: 2.794 -2.381 -4.214
C: 4.673 -2.346 -4.209
C: 2.108 -0.957 -5.209
C: 2.239 -2.409 -2.404
C: 2.552 -3.549 -1.675
C: 2.151 -3.717 -0.352
C: 1.423 -2.705 0.231
N: 1.142 -1.574 -0.419
C: 1.528 -1.416 -1.705
S: 0.989 0.121 -2.295
H: 2.536 -4.046 -6.038
H: 1.128 -4.056 -4.975
H: 2.612 -4.871 -4.483
H: 5.068 -2.452 -5.221
H: 5.088 -3.153 -3.602
H: 5.040 -1.402 -3.801
H: 2.409 -1.105 -6.251
H: 2.486 0.007 -4.873
H: 1.020 -0.914 -5.165
H: 3.112 -4.349 -2.150
H: 2.379 -4.616 0.203
H: 1.044 -2.785 1.237
C: -3.523 -1.516 -5.288
C: -2.989 -0.575 -4.243
C: -2.902 0.786 -4.486
C: -2.407 1.637 -3.510
C: -2.288 3.114 -3.764
C: -2.025 1.116 -2.282
C: -2.107 -0.252 -1.990
C: -2.584 -1.079 -3.013
N: -1.593 -0.774 -0.756
C: -2.255 -1.997 -0.211
C: -1.709 -3.297 -0.826
C: -3.790 -1.911 -0.350
C: -1.985 -2.069 1.292
H: -3.554 -1.043 -6.269
H: -4.538 -1.835 -5.043
H: -2.908 -2.414 -5.364
H: -3.204 1.183 -5.450
H: -2.439 3.344 -4.818
H: -1.301 3.486 -3.480
H: -3.029 3.678 -3.193
H: -1.615 1.814 -1.572
H: -2.642 -2.143 -2.877
H: -1.608 -3.265 -1.906
H: -2.371 -4.127 -0.568
H: -0.724 -3.532 -0.425
H: -4.170 -2.310 -1.287
H: -4.127 -0.878 -0.264
H: -4.253 -2.482 0.457
H: -0.925 -2.026 1.526
H: -2.383 -3.011 1.676
H: -2.478 -1.252 1.820
C: 4.363 4.803 0.591
C: 3.309 3.747 0.440
C: 3.598 2.400 0.633
C: 2.603 1.455 0.473
N: 1.353 1.775 0.135
C: 1.068 3.063 -0.058
C: 2.005 4.069 0.087
H: 5.236 4.415 1.113
H: 3.980 5.660 1.145
H: 4.688 5.161 -0.387
H: 4.593 2.079 0.912
H: 2.805 0.402 0.618
H: 0.046 3.290 -0.333
H: 1.707 5.096 -0.076

Here are the Mulliken charges for atoms 1 to 2, given in e: Cr 0.11; Cl -0.29

4.
An isolated molecule of C5H6O2, computed with wB97M-V/def2-TZVPD.

## Properties
* LUMO: 0.620 eV
* energy relative to the best compared isomer or geometry (same formula, charge and spin): 502.4 kJ/mol
* 2S+1: 1

Cartesian coordinates (Å):
O: 0.139 -1.164 -1.900
C: -0.007 0.233 -1.810
C: -0.356 0.759 -0.490
C: -0.848 0.520 0.629
C: -0.178 0.552 1.949
C: 0.573 -0.429 1.055
O: -0.088 -1.481 0.926
H: -0.462 -1.599 -1.276
H: -0.805 0.617 -2.452
H: 0.939 0.657 -2.160
H: -0.518 0.000 2.820
H: 0.055 1.601 2.133
H: 1.557 -0.267 0.576

Here are the Mulliken charges for atoms 1 to 2, given in e: O -0.49; C -0.44